No. 1
# C3H9NO2S2

3 unconnected molecules or ions with the total composition C3H9NO2S2 (ωB97M-V with the def2-TZVPD basis set, the OMol25 dataset).

Its orbital gap is 4.073 eV. The energy is -1121.0715 hartree.

```
! wB97M-V def2-TZVPD RIJCOSX def2/J DEFGRID3
* xyz 0 1
N -0.9879 -1.1734 0.8415
C -0.7612 0.2590 0.6402
C -1.1508 0.6079 -0.8233
O -1.4843 -0.4256 -1.6543
C 0.2687 0.7986 -0.3795
S 1.9306 -0.5932 1.8677
S 2.1764 0.9744 3.3732
H -0.1249 -1.5090 1.3216
H -1.2088 -1.7086 -0.0137
H -0.9987 0.8659 1.5187
H -1.8447 1.5367 -0.8503
H 0.6503 1.6778 0.1195
H 1.0301 0.1189 -0.6294
H 2.1400 0.1970 4.5120
H -0.4294 -0.4825 -2.6554
H 0.3305 -0.7155 -4.0357
O 0.4642 -0.4284 -3.1528
*
```

=====

No. 2
# C12H30ClHgIN2O4

A molecular structure, C12H30ClHgIN2O4 (ωB97M-V with the def2-TZVPD basis set, the OMol25 dataset).

Its orbital gap is 7.759 eV. The energy is -1796.8916 hartree.

```
! wB97M-V def2-TZVPD RIJCOSX def2/J DEFGRID3
* xyz 0 1
Hg -0.7604 -0.3277 -0.9966
Cl 0.2489 -1.5627 -3.1819
I -2.8840 1.4912 -2.0176
C -2.6033 0.3240 1.9561
O -1.5535 0.6987 1.1335
C -0.8716 1.8912 1.6034
C -0.0689 2.3808 0.4754
N 0.7753 1.2692 0.0156
C 1.9822 1.7515 -0.6372
C 1.5680 2.5924 -1.8609
O 0.7001 1.8299 -2.7578
C 0.3595 2.3035 -4.0323
H -3.0507 -0.6142 1.6278
H -3.4212 1.0414 2.0225
H -2.1695 0.2789 2.9550
H -0.0859 1.6183 2.3079
H -1.4859 2.7135 1.9700
H 0.5211 3.2147 0.8556
H -0.8044 2.7115 -0.2579
H 1.1006 0.7495 0.8182
H 2.6140 0.8963 -0.8771
H 2.5088 2.3518 0.1047
H 2.5003 2.8591 -2.3587
H 1.1720 3.5848 -1.6458
H -0.3322 1.5922 -4.4836
H 1.1717 2.5062 -4.7303
H -0.2287 3.2185 -3.9622
C -3.5709 -2.4253 -1.2608
O -2.2638 -2.1008 -0.6432
C -1.8038 -3.1546 0.0915
C -0.3417 -3.1113 0.0351
N 0.1512 -1.8436 0.5606
C 1.5806 -1.7311 0.2464
C 2.4641 -1.2461 1.4157
O 1.8427 -0.2457 2.1792
C 2.6311 0.6174 3.1052
H -4.3534 -2.8583 -0.6376
H -3.4324 -3.1939 -2.0211
H -4.0763 -1.5400 -1.6467
H -1.9524 -4.1722 -0.2697
H -2.0637 -3.1986 1.1491
H -0.0595 -3.3908 -0.9800
H 0.0055 -3.9689 0.6113
H -0.0698 -1.8651 1.5459
H 1.7775 -1.0373 -0.5708
H 2.1330 -2.5895 -0.1359
H 3.3641 -0.8130 0.9793
H 2.7122 -1.9894 2.1734
H 2.8217 0.0893 4.0395
H 2.0679 1.4962 3.4194
H 3.5339 0.9081 2.5681
*
```

=====

No. 3
# H2NO4P

A molecular structure, H2NO4P (ωB97M-V with the def2-TZVPD basis set, the OMol25 dataset).

Its orbital gap is 9.710 eV. The energy is -698.1651 hartree.

```
! wB97M-V def2-TZVPD RIJCOSX def2/J DEFGRID3
* xyz 0 1
N 3.1807 -1.0501 -0.0337
O 4.3917 -1.2502 -0.2194
O 2.3029 -1.8195 -0.2247
O 3.5116 1.6239 -0.5118
O -0.5781 0.8580 0.3558
P 3.6219 0.7196 0.5787
H -0.6919 1.3728 -0.4238
H -1.1181 0.0511 0.5248
*
```

=====

No. 4
# C17H16Cl3NO2S

C17H16Cl3NO2S in the gas phase (ωB97M-V with the def2-TZVPD basis set, the OMol25 dataset).

Its structure (SMILES) is CCN1Cc2c(Cl)cc(Cl)cc2[C@@H](c2cccc(S(=O)(=O)Cl)c2)C1. Its orbital gap is 7.998 eV. The energy is -2641.3778 hartree.

```
! wB97M-V def2-TZVPD RIJCOSX def2/J DEFGRID3
* xyz 0 1
C 0.2075 3.5843 2.6458
C 0.5441 2.0884 2.5120
N 0.4402 1.5693 1.1036
C 1.3820 2.1190 0.0941
C 1.2190 1.5420 -1.2673
C 2.1456 1.9276 -2.2760
Cl 3.4301 3.0821 -2.0164
C 2.0640 1.3809 -3.5484
C 1.0560 0.4316 -3.8410
Cl 0.9499 -0.2008 -5.4418
C 0.1238 0.0459 -2.8547
C 0.1945 0.6258 -1.5680
C -0.8641 0.2644 -0.5342
C -0.6346 -1.1356 0.0233
C 0.5472 -1.4727 0.6625
C 0.7194 -2.7348 1.2537
C -0.2976 -3.6897 1.1473
C -1.4721 -3.4014 0.4458
S -2.7423 -4.6845 0.3073
O -3.7948 -4.2371 -0.6025
O -2.0920 -5.9191 -0.2161
Cl -3.4920 -5.0646 2.2279
C -1.6620 -2.1238 -0.0818
C -0.9272 1.3152 0.5978
H 0.7628 4.2956 2.0060
H 0.3861 3.8573 3.7053
H -0.8434 3.7239 2.4332
H -0.0997 1.4882 3.1925
H 1.5786 1.9626 2.8253
H 1.3374 3.2099 0.0389
H 2.3815 1.8316 0.4598
H 2.7448 1.6582 -4.3265
H -0.6942 -0.6467 -3.1568
H -1.8328 0.3293 -1.0545
H 1.3109 -0.7160 0.8485
H 1.6541 -2.9765 1.7809
H -0.2012 -4.6905 1.5918
H -2.5720 -1.9087 -0.6566
H -1.6199 1.0141 1.3664
H -1.3374 2.2556 0.1731
*
```

=====

Looking at F_max for the records above, in order, we have 5.24, 4.11, 2.64, 4.97 eV Å⁻¹.
Looking at lowest unoccupied orbital energy for the records above, in order, we have -0.1595, 0.0080, -0.0280, -0.0247 Ha.
Looking at relative energy (zero: lowest compared OMol25 entry of this formula, charge and spin) for the records above, in order, we have 171.9, 52.0, 70.4, 0.0 kcal per mole.